{"formula": "C16H16N2OS", "method": "ωB97M-V/def2-TZVPD", "symbols": ["C", "C", "C", "C", "C", "N", "C", "C", "C", "C", "N", "C", "O", "C", "C", "C", "C", "S", "C", "C", "H", "H", "H", "H", "H", "H", "H", "H", "H", "H", "H", "H", "H", "H", "H", "H"], "xyz": [[3.36636, -0.82435, -0.14213], [2.09412, -0.29726, -0.74032], [1.59971, -0.84775, -1.93054], [0.44157, -0.39120, -2.52060], [-0.24545, 0.63575, -1.88860], [-1.39514, 1.28474, -2.22963], [-1.69453, 2.19843, -1.25929], [-0.73685, 2.18661, -0.28767], [-0.77457, 2.90911, 1.01867], [-1.61728, 2.08951, 2.01823], [-1.17780, 0.71549, 2.05970], [-1.72815, -0.21129, 1.23189], [-2.80123, -0.06268, 0.67630], [-0.94929, -1.44898, 1.06488], [-1.19685, -2.41264, 0.12787], [-0.25738, -3.46074, 0.14811], [0.69346, -3.28754, 1.10272], [0.46355, -1.83845, 1.99043], [0.21450, 1.19025, -0.66978], [1.40102, 0.71716, -0.11039], [3.97136, -0.01116, 0.25419], [3.14509, -1.50600, 0.68011], [3.94958, -1.36492, -0.88352], [2.15130, -1.64994, -2.39952], [0.07973, -0.81873, -3.44434], [-1.97614, 1.06840, -3.02091], [-2.58028, 2.80020, -1.32698], [-1.22395, 3.89633, 0.90484], [0.23880, 3.03016, 1.40705], [-1.55574, 2.51911, 3.02163], [-2.65871, 2.07117, 1.69084], [-0.22910, 0.56094, 2.36761], [-2.02907, -2.34897, -0.54870], [-0.28638, -4.30545, -0.51630], [1.51956, -3.92641, 1.34608], [1.78414, 1.14110, 0.80805]], "forces_ev_per_angstrom": [[-0.0640, 0.0028, 0.0213], [0.1219, 0.0796, 0.1459], [-0.0993, 0.0062, -0.0902], [-0.0244, -0.0273, -0.0969], [0.4995, -0.1168, 0.3602], [-0.3532, -0.0637, -0.3340], [0.2083, 0.2843, 0.2642], [-0.1248, 0.3251, -0.1535], [-0.3114, -0.2709, -0.0063], [-0.0145, 0.3186, 0.0223], [0.1437, 0.0816, 0.3210], [-0.2470, -0.0764, 0.1038], [-0.0413, 0.0133, -0.1007], [0.4013, -0.5722, -0.0347], [-0.1164, 0.4368, 0.2603], [0.1909, -0.1309, 0.0733], [0.0635, 0.2624, 0.2315], [-0.3700, -0.3236, -0.2904], [-0.1287, -0.0800, -0.4821], [-0.0087, -0.0481, -0.2229], [0.0989, 0.0101, 0.0311], [0.0563, -0.0732, 0.0515], [0.0966, -0.0394, -0.0138], [0.0562, -0.0730, -0.0562], [-0.0140, -0.0653, -0.1008], [0.0671, 0.0245, 0.1005], [-0.1912, 0.0656, 0.0000], [0.0816, 0.0801, 0.0659], [0.0199, 0.1127, 0.0187], [-0.0930, -0.0094, -0.0506], [0.1001, 0.0593, 0.1173], [-0.0752, -0.0039, -0.0942], [-0.1674, 0.0800, -0.1101], [0.0220, -0.1560, -0.0947], [0.1529, -0.1681, 0.0219], [0.0638, 0.0551, 0.1212]], "lumo_ev": 0.63, "e_above_lowest_kcal_mol": 0.0, "total_energy_ha": -1202.275170, "gap_ev": 8.271, "smiles": "Cc1ccc2[nH]cc(CCNC(=O)c3cccs3)c2c1", "e_homo_ev": -7.6}